30
Properties=species:S:1:pos:R:3 method="wB97M-V/def2-TZVPD" smiles=COC1(OC)C[C@H]2CC[C@]1(C)C2 homo_lumo_gap_ev=10.34 de_lowest_ev=2.274 total_energy_ev=-14754.9981
C 2.7008 0.2395 -0.3587
O 1.3829 0.0192 -0.9026
C 0.1823 0.4617 -0.2182
O 0.4367 1.8104 0.1777
C 0.5640 2.7295 -0.9195
C -1.0256 0.4079 -1.3104
C -1.9180 -0.6192 -0.5783
C -1.2961 -1.9709 -0.7272
C -0.1797 -1.9965 0.3155
C -0.3140 -0.5435 0.9321
C 0.3778 -0.3118 2.2817
C -1.7640 -0.2391 0.9802
H 2.6159 1.2753 -0.1623
H 3.5110 0.0862 -1.1223
H 2.8429 -0.3903 0.5071
H 1.3789 3.4451 -0.7002
H -0.3714 3.3045 -1.1592
H 0.8307 2.1608 -1.8907
H -1.4592 1.3879 -1.3442
H -0.7283 0.2575 -2.2643
H -2.9559 -0.6273 -0.9579
H -0.8715 -2.0590 -1.7323
H -1.9506 -2.8418 -0.6289
H -0.2857 -2.7650 1.0170
H 0.8246 -2.2862 -0.0824
H 1.3374 -0.9290 2.2681
H 0.7161 0.7282 2.4869
H -0.2157 -0.7009 3.1332
H -2.3283 -0.8244 1.6887
H -2.0378 0.7912 1.2711